[1]
Molecular formula: C52H45F5N4O2P2S4Y
Method: DFT, the ωB97M-V functional and the def2-TZVPD basis

Properties
Highest occupied orbital energy in hartree: -0.3626
LUMO level in hartree: -0.103
Total charge: +1
Kohn-Sham gap in Eh: 0.2598

Geometry (Å):
Y -1.42368 -0.00255 0.33093
N 1.11961 1.64164 1.72927
P 0.10991 0.60102 2.63761
C 1.07412 0.47885 4.17574
C 1.80971 1.56899 4.64262
C 2.50987 1.47351 5.83568
C 2.47501 0.29877 6.57621
C 1.73327 -0.78183 6.12410
C 1.03863 -0.69036 4.92503
C -1.35963 1.55991 3.18234
C -1.37333 2.90245 3.55491
C -2.51893 3.44955 4.09975
C -3.66021 2.66466 4.29194
C -3.66163 1.33552 3.91132
C -2.50849 0.79163 3.34668
P 1.10381 1.61929 -0.00891
C 1.83396 3.27766 -0.24076
C 1.03613 4.36705 -0.58697
C 1.58670 5.64217 -0.64124
C 2.92924 5.83569 -0.35278
C 3.73200 4.75221 -0.01901
C 3.18952 3.47698 0.03133
C 2.49631 0.54554 -0.47158
C 2.97049 0.61669 -1.78151
C 3.98877 -0.22433 -2.20526
C 4.53000 -1.15554 -1.32609
C 4.04811 -1.24631 -0.02782
C 3.03096 -0.39913 0.39660
H 2.03858 1.80192 2.12879
H 1.82731 2.50421 4.09411
H 3.07853 2.32296 6.19232
H 3.02527 0.22858 7.50560
H 1.69744 -1.69726 6.70101
H 0.46562 -1.53161 4.57359
H -0.49486 3.51868 3.39605
H -2.52899 4.49398 4.39038
H -4.54654 3.10198 4.73531
H -4.54786 0.72611 4.04492
H -2.48274 -0.26519 3.07664
H -0.01397 4.22599 -0.80624
H 0.96115 6.48372 -0.91046
H 3.35541 6.82982 -0.39516
H 4.78395 4.89841 0.19268
H 3.82903 2.63516 0.27092
H 2.55500 1.34490 -2.47179
H 4.36033 -0.15404 -3.22008
H 5.32955 -1.80807 -1.65373
H 4.46180 -1.97604 0.65734
H 2.65023 -0.49313 1.40736
C 6.47094 -0.30854 -6.29400
O 5.20961 0.26072 -5.96113
C 4.11100 -0.51347 -6.14339
C 2.88687 0.08291 -5.83382
C 1.71837 -0.63718 -5.94728
C 1.74864 -1.95840 -6.39264
C 2.94864 -2.52054 -6.77021
C 4.14252 -1.81799 -6.62074
N 0.53992 -2.72279 -6.64082
N -0.36028 -2.78662 -5.79133
C -0.15868 -2.31920 -4.43530
C 0.87112 -2.73280 -3.64144
C 0.93747 -2.37016 -2.27843
C -0.01711 -1.56722 -1.71875
O 0.00182 -1.18290 -0.43400
C -1.11303 -1.15693 -2.52336
N -2.08107 -0.38405 -1.92376
C -3.11253 0.00852 -2.63585
C -3.28661 -0.34666 -3.98164
C -2.34289 -1.12313 -4.59118
C -1.20343 -1.54926 -3.86717
H 7.21381 0.44976 -6.07298
H 6.51985 -0.56394 -7.35397
H 6.67030 -1.19923 -5.69499
H 2.88026 1.11949 -5.51889
H 0.77150 -0.16580 -5.71481
H 2.95541 -3.52902 -7.16887
H 5.07367 -2.28796 -6.90089
H 1.64820 -3.35665 -4.06491
H 1.76228 -2.69722 -1.65433
H -3.84119 0.63065 -2.12921
H -4.16275 -0.00133 -4.51267
H -2.45156 -1.43129 -5.62328
C -3.96925 -3.12963 3.24467
C -4.28249 -3.29785 1.75714
S -3.23590 -2.44672 0.54279
C -2.18659 -3.76803 -0.11516
C -1.22297 -4.41978 0.87632
S -0.15138 -3.22457 1.72581
C -0.13245 -3.90617 3.40101
C -1.31568 -3.49254 4.27818
S -2.87155 -4.37596 3.97396
H -4.90581 -3.23321 3.79190
H -3.57659 -2.13857 3.46669
H -5.28378 -2.91902 1.55243
H -4.26511 -4.35133 1.47822
H -1.65492 -3.31008 -0.94889
H -2.85220 -4.52527 -0.53038
H -0.59809 -5.13388 0.33995
H -1.78562 -4.95102 1.63934
H 0.79343 -3.52980 3.84023
H -0.03938 -4.99148 3.34735
H -1.52448 -2.42893 4.16128
H -1.07255 -3.67253 5.32764
F -7.42017 3.41343 2.11527
C -6.19576 3.22711 1.63110
C -5.73969 1.95350 1.36297
F -6.50831 0.88917 1.61158
C -4.46189 1.80106 0.87864
F -4.02551 0.52243 0.68173
C -3.59086 2.83812 0.63077
S -1.96560 2.56451 0.00925
C -4.08246 4.10639 0.91445
F -3.31423 5.17980 0.72954
C -5.36093 4.30519 1.40528
F -5.79677 5.53310 1.67533

Cartesian forces (eV/Å) of the 2 atoms listed first:
-2.00 0.58 0.99
0.14 -0.33 -0.16


[2]
Molecular formula: C52H46BCl3IN8OP2SiW
Method: DFT, the ωB97M-V functional and the def2-TZVPD basis

Properties
Highest occupied orbital energy (spin up / spin down) in hartree: -0.4814 / -0.4812
LUMO level (spin up / spin down) in hartree: -0.213 / -0.217
Total charge: +2
Spin multiplicity: 4
Kohn-Sham gap (spin up / spin down) in Eh: 0.2679 / 0.2640

Geometry (Å):
W -0.09825 -0.92351 0.11689
C 2.97336 1.28202 -2.15529
C 2.00010 1.12593 -1.18147
N 1.67031 -0.15576 -1.03068
N 2.43227 -0.86499 -1.93671
C 3.21751 0.00617 -2.60863
B 2.59324 -2.38219 -1.73894
N 1.26732 -3.16429 -2.50051
C 1.47595 -3.99341 -3.74791
C 0.52785 -5.12929 -3.56619
C -0.12676 -5.03614 -2.42423
N 0.25267 -3.87433 -1.64246
N 2.53543 -2.68213 -0.23126
C 3.48950 -3.27026 0.51482
C 2.99698 -3.52750 1.77044
C 1.69386 -3.05283 1.73375
N 1.41230 -2.50701 0.54516
N 3.78814 -3.02701 -2.38375
C 4.22076 -4.31754 -2.22004
C 5.08008 -4.60545 -3.23980
C 5.10636 -3.42685 -4.01986
N 4.32119 -2.49384 -3.52153
H 3.43176 2.19707 -2.49277
H 1.52067 1.87722 -0.56862
H 3.90585 -0.36658 -3.34853
H 2.51846 -4.28101 -3.79328
H 0.43451 -5.91864 -4.29920
H -0.86347 -5.69080 -1.98032
H 4.46442 -3.46900 0.10156
H 3.50538 -3.99542 2.59762
H 0.94046 -3.09806 2.49882
H 3.86944 -4.94424 -1.41492
H 5.61816 -5.52517 -3.40332
H 5.66881 -3.22766 -4.92128
C -1.79195 5.44527 2.44018
C -2.87040 4.34658 2.34095
C -4.20306 4.89338 2.85349
C -2.41191 3.15250 3.17016
C -2.64406 3.02833 4.53722
C -2.08955 1.99606 5.27836
C -1.27292 1.05701 4.66742
C -1.03827 1.13556 3.29697
P 0.19242 0.09409 2.46408
C 1.67996 1.13268 2.37479
C 2.84956 0.59563 1.83016
C 4.01458 1.34596 1.79594
C 4.01697 2.64471 2.29225
C 2.85779 3.18449 2.83333
C 1.69167 2.43136 2.88049
C 0.54944 -1.11974 3.76954
C -0.47626 -1.97739 4.17066
C -0.24858 -2.93254 5.14774
C 1.00570 -3.02914 5.74008
C 2.02123 -2.15829 5.36622
C 1.79676 -1.20249 4.38125
C -1.62325 2.17503 2.59304
O -1.31805 2.20742 1.25843
C -2.20415 2.84365 0.42715
C -2.26702 2.36061 -0.86159
C -3.11146 2.99984 -1.77043
C -3.86046 4.08582 -1.36531
C -3.80425 4.51464 -0.04234
C -2.98333 3.89731 0.88948
P -1.46500 0.80307 -1.38281
C -2.94279 -0.01282 -2.09039
C -4.03589 -0.11772 -1.23104
C -5.22670 -0.66467 -1.67482
C -5.33672 -1.11963 -2.98482
C -4.25722 -1.00674 -3.84715
C -3.06200 -0.44522 -3.40625
C -0.46913 1.40107 -2.80937
C 0.04897 0.53681 -3.77410
C 0.80360 1.02135 -4.83291
C 1.06872 2.37843 -4.94235
C 0.58646 3.24613 -3.97592
C -0.17002 2.76150 -2.91764
H -1.67038 5.76462 3.47787
H -2.07859 6.31284 1.84148
H -0.82645 5.08317 2.07587
H -4.10783 5.24356 3.88119
H -4.98987 4.13781 2.81337
H -4.52000 5.75725 2.26996
H -3.25964 3.76105 5.04321
H -2.27992 1.93104 6.34161
H -0.81621 0.28085 5.26328
H 2.86229 -0.42122 1.44795
H 4.92053 0.91844 1.38390
H 4.92535 3.23409 2.26417
H 2.86074 4.19165 3.23041
H 0.79944 2.85857 3.31963
H -1.46594 -1.89333 3.73698
H -1.04946 -3.59724 5.44852
H 1.18507 -3.77376 6.50557
H 2.98987 -2.21473 5.84698
H 2.59550 -0.52829 4.10269
H -3.19631 2.63105 -2.78589
H -4.51048 4.58838 -2.06901
H -4.42361 5.34867 0.26092
H -3.96863 0.24669 -0.21107
H -6.06742 -0.74239 -0.99798
H -6.26660 -1.55090 -3.33407
H -4.34653 -1.33427 -4.87597
H -2.25373 -0.31938 -4.11210
H -0.14414 -0.52521 -3.73462
H 1.18082 0.33463 -5.57807
H 1.64910 2.75508 -5.77553
H 0.79286 4.30700 -4.04391
H -0.53362 3.45996 -2.17713
Cl -1.42023 -4.16571 1.78588
Si -2.03230 -2.42965 0.80348
Cl -2.88468 -3.30192 -0.90266
Cl -3.62396 -1.77433 1.93355
I 1.14003 -2.91018 -5.55291
C -0.08569 -2.67105 -2.34108
H -0.16268 -1.72865 -1.79763
H -0.76078 -2.73157 -3.18653

Cartesian forces (eV/Å) of the 2 atoms listed first:
0.89 0.53 0.69
0.06 0.05 -0.04


Listing ΔE to the lowest compared entry with this formula, charge and spin for the structures above in their given order: 1.111 0.000 eV.